Here is a structure of composition C10H24Cl2InNOP2 in a non-equilibrium geometry from OMol25. Energies are from the ωB97M-V functional and the def2-TZVPD basis.

## Properties
DFT total energy, Ha: -2318.16576
Energy above the lowest of the compared OMol25 structures with the same formula, charge and spin, eV: 0.000
Frontier orbital gap, hartree: 0.35628
HOMO, eV: -16.33
Charge: +2

Last column: natural (NBO) charge in e.
Atoms and positions in Å:
C1 -1.87 -0.39 -4.33  -0.75
C2 -1.62 -0.17 -2.89  0.60
H1 -2.83 0.04 -4.65  0.28
H2 -1.87 -1.46 -4.55  0.28
H3 -1.02 0.11 -4.81  0.26
O1 -2.36 -0.15 -1.92  -0.50
Cl1 0.15 0.04 -2.66  -0.11
In1 1.47 0.14 0.43  1.11
P1 0.63 -2.40 0.06  0.97
C3 -0.81 -2.67 1.18  -0.94
C4 0.12 -2.97 -1.62  -0.93
H4 0.33 -4.04 -1.78  0.28
H5 1.74 -4.59 0.18  0.27
H6 0.71 -2.40 -2.34  0.27
H7 2.89 -3.23 0.06  0.28
H8 -1.71 -2.24 0.74  0.27
H9 -0.93 -2.76 -1.80  0.26
C5 1.96 -3.58 0.53  -0.94
H10 -0.98 -3.75 1.36  0.28
H11 2.11 -3.59 1.63  0.27
H12 -0.66 -2.18 2.15  0.24
P2 0.37 2.51 -0.04  0.98
C6 -1.01 2.74 1.14  -0.95
C7 1.60 3.86 0.22  -0.94
H13 0.34 2.43 -2.42  0.27
H14 -0.20 4.03 -1.81  0.27
H15 -1.32 2.60 -1.81  0.26
C8 -0.29 2.94 -1.67  -0.95
H16 2.53 3.50 -0.25  0.27
H17 1.37 4.83 -0.22  0.28
H18 -1.20 3.82 1.23  0.28
H19 -0.75 2.34 2.12  0.24
H20 1.78 3.98 1.31  0.26
H21 -1.93 2.24 0.80  0.27
Cl2 3.77 0.16 0.05  -0.46
C9 -0.33 0.04 4.79  -0.78
C10 0.39 0.06 3.58  0.57
N1 1.00 0.11 2.57  -0.53
H22 -1.32 0.52 4.72  0.31
H23 0.22 0.56 5.58  0.32
H24 -0.49 -1.01 5.14  0.31